1.
ORCA calculation (ωB97M-V/def2-TZVPD) on a cluster of 7 separate species, C6H24FN12O6 in total at a distorted geometry.

For the HOMO energy, the calculation gives -4.608 eV. The calculation puts the electronic energy at -39497.9222 eV. The calculation puts the relative energy (zero: lowest compared OMol25 entry of this formula, charge and spin) at 181.06 kcal per mole. The charge is -1.

Bonds (Å) are listed after each position.
Element x y z (Å)
1 F -0.35 0.14 -0.12  no bonds
2 O -3.58 -3.66 3.14  C25 1.216
3 O 3.90 -1.81 -0.85  C20 1.193
4 O 3.92 2.13 1.62  C24 1.199
5 O -2.13 2.35 -3.89  C21 1.201
6 O 0.67 4.94 1.01  C23 1.215
7 O 0.80 -1.72 -4.66  C22 1.236
8 N -0.79 3.75 2.24  C23 1.314, H28 1.010, H43 1.010
9 N -3.06 -1.90 1.89  C25 1.278, H29 1.010, H47 1.010
10 N -4.13 3.22 -3.86  C21 1.294, H33 1.010, H36 1.010
11 N 2.69 0.85 2.90  C24 1.327, H27 1.010, H48 1.010
12 N 4.81 1.40 3.42  C24 1.276, H30 1.010, H35 1.010
13 N -1.54 -2.85 3.08  C25 1.307, H39 1.010, H49 1.010
14 N -0.30 -3.61 -5.18  C22 1.326, H45 1.010, H46 1.010
15 N 4.35 -3.81 -0.05  C20 1.248, H37 1.010, H44 1.010
16 N -0.96 -2.41 -3.45  C22 1.319, H34 1.010, H42 1.010
17 N -0.64 5.82 2.61  C23 1.288, H38 1.010, H41 1.010
18 N 2.37 -3.30 -0.49  C20 1.305, H26 1.010, H40 1.010
19 N -3.47 2.26 -2.08  C21 1.298, H31 1.010, H32 1.010
20 C 3.60 -2.88 -0.43  O3 1.193, N15 1.248, N18 1.305
21 C -3.14 2.61 -3.29  O5 1.201, N10 1.294, N19 1.298
22 C -0.15 -2.50 -4.49  O7 1.236, N14 1.326, N16 1.319
23 C -0.18 4.87 1.87  O6 1.215, N8 1.314, N17 1.288
24 C 3.83 1.44 2.60  O4 1.199, N11 1.327, N12 1.276
25 C -2.78 -2.87 2.67  O2 1.216, N9 1.278, N13 1.307
26 H 1.68 -2.62 -0.78  N18 1.010
27 H 2.56 0.35 3.77  N11 1.010
28 H -0.72 2.96 1.62  N8 1.010
29 H -4.05 -1.74 1.82  N9 1.010
30 H 5.72 1.81 3.25  N12 1.010
31 H -4.43 2.37 -1.79  N19 1.010
32 H -2.94 1.66 -1.46  N19 1.010
33 H -4.10 3.48 -4.83  N10 1.010
34 H -1.50 -3.25 -3.32  N16 1.010
35 H 4.89 0.67 4.12  N12 1.010
36 H -4.71 3.77 -3.24  N10 1.010
37 H 5.29 -3.45 0.08  N15 1.010
38 H -1.42 5.52 3.18  N17 1.010
39 H -0.87 -2.16 2.76  N13 1.010
40 H 2.21 -4.29 -0.38  N18 1.010
41 H -0.36 6.78 2.55  N17 1.010
42 H -0.83 -1.71 -2.73  N16 1.010
43 H -1.64 3.95 2.74  N8 1.010
44 H 4.01 -4.75 0.05  N15 1.010
45 H 0.28 -3.68 -6.00  N14 1.010
46 H -1.19 -4.09 -5.18  N14 1.010
47 H -2.26 -1.45 1.46  N9 1.010
48 H 1.97 0.84 2.19  N11 1.010
49 H -1.35 -3.44 3.88  N13 1.010



2.
ORCA calculation (ωB97M-V/def2-TZVPD) on a cluster of 2 separate species, C4H9NO2 in total.

As for the SMILES: [H]/N=C(/C)O.C=CO. For the HOMO energy, the calculation gives -8.407 eV. The calculation puts the electronic energy at -9878.4375 eV. The calculation puts the relative energy (zero: lowest compared OMol25 entry of this formula, charge and spin) at 37.43 kcal per mole.

Bonds (Å) are listed after each position.
Element x y z (Å)
1 O 1.72 -1.22 -0.19  C5 1.345, H13 0.985
2 O -2.92 0.05 0.55  C7 1.354, H9 0.965
3 N -0.81 -0.76 0.90  C7 1.256, H8 1.015
4 C -1.31 0.12 -1.27  C7 1.495, H12 1.090, H14 1.090, H16 1.085
5 C 2.52 -0.17 0.07  O1 1.345, C6 1.324, H10 1.083
6 C 2.22 0.87 0.83  C5 1.324, H11 1.073, H15 1.077
7 C -1.66 -0.23 0.14  O2 1.354, N3 1.256, C4 1.495
8 H -1.14 -0.96 1.84  N3 1.015
9 H -3.44 0.45 -0.15  O2 0.965
10 H 3.48 -0.27 -0.42  C5 1.083
11 H 2.92 1.67 0.98  C6 1.073
12 H -1.38 1.20 -1.41  C4 1.090
13 H 0.86 -1.11 0.28  O1 0.985
14 H -2.01 -0.37 -1.96  C4 1.090
15 H 1.26 0.95 1.31  C6 1.077
16 H -0.30 -0.21 -1.50  C4 1.085



3.
ORCA calculation (ωB97M-V/def2-TZVPD) on a cluster of 15 separate species, H28NO17 in total at a distorted geometry.

For the HOMO energy, the calculation gives -7.472 eV. The calculation puts the electronic energy at -36751.6137 eV. The calculation puts the relative energy (zero: lowest compared OMol25 entry of this formula, charge and spin) at 29.78 kcal per mole. The charge is -1.

Bonds (Å) are listed after each position.
Element x y z (Å)
1 O 3.20 -0.12 0.33  H37 0.953, H38 0.950
2 O 0.35 -0.90 1.29  N18 1.236
3 O -2.91 2.15 -0.13  H32 0.971, H44 0.956
4 O 2.98 -2.49 -1.19  H28 0.944, H34 0.943
5 O -1.92 0.61 -2.20  H23 0.969, H24 0.935
6 O -0.13 0.98 0.50  N18 1.204
7 O 0.13 -0.65 -0.84  N18 1.255
8 O -1.86 2.47 2.38  H19 0.954, H35 0.955
9 O -1.24 -0.67 3.34  H30 0.978, H39 0.966
10 O -0.78 4.17 0.34  H27 0.977, H46 0.913
11 O 1.85 2.96 0.50  H20 0.926, H31 0.931
12 O 2.27 -2.67 1.45  H36 0.951, H45 0.941
13 O 0.11 2.42 -2.40  H25 0.925, H42 0.923
14 O -3.00 -0.71 0.47  H29 0.943, H33 0.932
15 O 0.56 -3.33 -2.31  H21 0.972, H43 0.980
16 O -0.67 -3.42 1.71  H22 0.975, H41 0.972
17 O 1.40 -0.23 -3.18  H26 0.907, H40 0.980
18 N 0.23 -0.16 0.31  O2 1.236, O6 1.204, O7 1.255
19 H -1.05 2.02 2.60  O8 0.954
20 H 1.95 3.41 -0.30  O11 0.926
21 H 0.11 -2.70 -1.72  O15 0.972
22 H -0.09 -2.65 1.82  O16 0.975
23 H -2.25 1.37 -1.69  O5 0.969
24 H -1.17 0.30 -1.74  O5 0.935
25 H -0.63 1.86 -2.44  O13 0.925
26 H 1.02 -0.61 -2.45  O17 0.907
27 H -1.19 3.31 0.56  O10 0.977
28 H 2.74 -1.68 -0.79  O4 0.944
29 H -2.55 -1.48 0.16  O14 0.943
30 H -0.96 -0.71 2.40  O9 0.978
31 H 1.22 2.28 0.39  O11 0.931
32 H -2.77 2.14 0.83  O3 0.971
33 H -2.37 -0.04 0.31  O14 0.932
34 H 2.17 -2.97 -1.31  O4 0.943
35 H -2.35 2.30 3.19  O8 0.955
36 H 1.68 -1.97 1.19  O12 0.951
37 H 3.82 -0.81 0.52  O1 0.953
38 H 3.63 0.30 -0.40  O1 0.950
39 H -2.18 -0.86 3.24  O9 0.966
40 H 0.69 -0.34 -3.84  O17 0.980
41 H -0.39 -4.12 2.33  O16 0.972
42 H 0.71 1.84 -2.01  O13 0.923
43 H 0.57 -4.11 -1.71  O15 0.980
44 H -3.82 2.41 -0.23  O3 0.956
45 H 2.86 -2.91 0.75  O12 0.941
46 H 0.03 4.01 -0.05  O10 0.913